(1)
Here is a cluster of 7 separate species, C44H55IN7O7S in total at a distorted geometry from the OMol25 dataset. Energies are from ωB97M-V with the def2-TZVPD basis set.

**Strongest force on any atom**: 1.0 eV/A
**DFT total energy**: -90218.7778 eV
**Gap between HOMO and LUMO**: 6.875 eV
**Total charge**: -1
**Molar mass**: 952.94 g mol⁻¹

```
115
C44H55IN7O7S (ωB97M-V with the def2-TZVPD basis set)
C -3.242 -3.250 4.665
C -2.517 -3.540 3.327
N -2.371 -2.297 2.563
C -1.326 -2.299 1.540
C -1.336 -3.694 0.807
O -2.253 -3.842 -0.019
O -0.495 -4.520 1.185
C -1.593 -1.052 0.650
O -2.804 -1.121 -0.077
C -0.462 -0.632 -0.319
C -0.857 0.816 -0.722
C 0.091 1.603 -1.601
O -0.298 1.425 -2.962
C 0.473 2.198 -3.839
C 0.247 1.742 -5.272
C -0.494 -1.513 -1.614
C 0.750 -2.210 -2.152
C 1.382 -3.255 -1.233
I 2.261 -0.891 -3.006
C 0.839 -0.490 0.445
O 1.232 -1.584 1.298
S 0.215 -1.931 2.463
O 0.791 -3.036 3.159
O -0.030 -0.753 3.253
H -3.633 -2.237 4.667
H -4.042 -3.962 4.849
H -2.534 -3.317 5.489
H -1.545 -3.960 3.547
H -3.109 -4.277 2.785
H -3.247 -2.138 2.082
H -1.689 -0.227 1.363
H -3.497 -0.726 0.460
H -1.823 0.801 -1.203
H -0.994 1.387 0.199
H -0.041 2.663 -1.364
H 1.151 1.385 -1.460
H 0.242 3.266 -3.739
H 1.536 2.082 -3.593
H 1.060 1.106 -5.614
H 0.209 2.606 -5.934
H -0.676 1.176 -5.367
H -1.220 -2.315 -1.475
H -0.901 -0.898 -2.412
H 0.427 -2.733 -3.044
H 1.492 -4.195 -1.768
H 2.387 -2.969 -0.942
H 0.795 -3.432 -0.348
H 0.750 0.388 1.090
H 1.685 -0.305 -0.203
N -3.701 2.486 -1.474
C -4.541 2.236 -2.473
C -5.840 2.718 -2.530
C -6.296 3.495 -1.478
C -5.435 3.761 -0.423
C -4.152 3.236 -0.472
H -4.146 1.615 -3.269
H -6.469 2.481 -3.377
H -7.305 3.889 -1.479
H -5.748 4.363 0.420
H -3.449 3.424 0.331
N 0.360 4.000 0.912
C -0.582 3.941 1.850
C -0.416 4.407 3.146
C 0.807 4.965 3.482
C 1.803 5.032 2.521
C 1.528 4.537 1.255
H -1.518 3.486 1.546
H -1.222 4.329 3.864
H 0.989 5.339 4.480
H 2.772 5.456 2.745
H 2.279 4.569 0.473
N -5.601 1.520 -5.895
C -4.390 2.027 -6.124
C -3.804 2.083 -7.379
C -4.511 1.583 -8.459
C -5.772 1.051 -8.240
C -6.268 1.045 -6.945
H -3.866 2.407 -5.255
H -2.816 2.505 -7.501
H -4.087 1.605 -9.455
H -6.360 0.647 -9.052
H -7.250 0.637 -6.732
N -2.471 4.912 6.148
C -3.425 4.835 7.072
C -3.272 5.295 8.372
C -2.061 5.862 8.733
C -1.056 5.947 7.782
C -1.313 5.458 6.511
H -4.356 4.381 6.751
H -4.083 5.207 9.082
H -1.901 6.231 9.738
H -0.094 6.379 8.020
H -0.560 5.506 5.736
N 4.576 -4.490 -0.655
C 3.839 -4.995 0.334
C 3.979 -6.293 0.804
C 4.930 -7.110 0.216
C 5.704 -6.598 -0.815
C 5.487 -5.287 -1.209
H 3.100 -4.328 0.767
H 3.352 -6.648 1.610
H 5.067 -8.129 0.555
H 6.459 -7.201 -1.302
H 6.072 -4.842 -2.009
N 10.274 -4.979 -0.768
C 9.018 -4.940 -0.324
C 8.420 -3.805 0.204
C 9.171 -2.643 0.277
C 10.480 -2.665 -0.179
C 10.980 -3.853 -0.690
H 8.466 -5.869 -0.400
H 7.393 -3.832 0.543
H 8.742 -1.736 0.681
H 11.102 -1.781 -0.141
H 11.999 -3.910 -1.059
```

Mulliken population analysis, charges in e, atoms 1 to 5:
1. C -1.20
2. C -0.45
3. N -0.33
4. C 2.24
5. C -0.02

---

(2)
Here is a structure of composition C44H55N8O4P2W at a distorted geometry from the OMol25 dataset. Energies are from ωB97M-V with the def2-TZVPD basis set.

**Energy relative to the best compared isomer or geometry (same formula, charge and spin)**: 306.3 kJ/mol
**Strongest force on any atom**: 8.3 eV/A
**DFT total energy**: -86999.2983 eV
**Gap between HOMO and LUMO (spin up / spin down)**: 3.902 / 3.781 eV
**Total charge**: +3
**Molar mass**: 1005.76 g mol⁻¹
**Multiplicity**: 3

```
114
C44H55N8O4P2W (ωB97M-V with the def2-TZVPD basis set)
W 0.650 0.833 -1.548
O 0.361 2.887 -1.190
P -0.586 3.184 0.041
C -1.825 2.059 0.417
P -2.663 1.198 -0.875
O -1.426 0.671 -1.690
C -3.275 -0.284 -0.060
C -3.835 -0.180 1.233
C -3.949 -1.348 1.953
C -3.435 -2.567 1.426
C -2.870 -2.622 0.143
C -2.875 -1.491 -0.633
C -4.004 1.958 -1.926
C -3.845 2.779 -3.096
C -4.912 3.376 -3.722
C -6.181 3.221 -3.231
C -6.363 2.681 -2.005
C -5.312 1.982 -1.422
C -1.512 4.692 -0.378
C -0.952 5.528 -1.245
C -1.559 6.718 -1.548
C -2.661 7.223 -0.901
C -3.154 6.370 0.058
C -2.675 5.108 0.273
C 0.131 3.461 1.670
C 0.611 4.681 1.913
C 0.932 5.031 3.191
C 0.857 4.225 4.287
C 0.470 2.928 3.975
C 0.166 2.532 2.683
H -2.432 2.358 1.309
H -1.297 1.237 0.857
H -3.903 0.805 1.682
H -4.305 -1.342 2.981
H -3.558 -3.423 2.058
H -2.484 -3.546 -0.272
H -2.495 -1.536 -1.612
H -2.869 2.990 -3.448
H -4.691 3.969 -4.642
H -7.015 3.484 -3.868
H -7.372 2.520 -1.628
H -5.498 1.427 -0.517
H 0.047 5.249 -1.697
H -1.100 7.318 -2.314
H -3.054 8.208 -1.017
H -4.017 6.738 0.592
H -3.058 4.424 1.034
H 0.627 5.452 1.149
H 1.325 6.029 3.284
H 1.013 4.539 5.319
H 0.431 2.142 4.761
H -0.332 1.618 2.471
O 2.770 -9.390 -1.639
C 3.073 -8.223 -2.278
C 2.863 -7.022 -1.296
C 3.657 -7.237 0.039
C 3.100 -6.192 0.919
C 3.773 -5.106 1.159
C 3.705 -4.084 2.047
C 2.486 -4.393 2.887
C 1.753 -5.780 2.734
N 2.059 -6.475 1.713
H 1.738 -9.475 -1.841
H 2.612 -8.012 -3.268
H 4.211 -8.294 -2.377
H 1.664 -7.125 -0.992
H 2.872 -5.981 -1.707
H 4.536 -7.287 0.526
H 2.993 -7.931 0.512
H 4.740 -5.079 0.601
H 4.221 -3.044 2.154
H 1.944 -3.607 3.622
H 0.932 -5.953 3.429
H 1.520 1.615 -2.693
N 4.814 1.656 -0.397
C 4.969 0.255 -0.501
C 3.747 -0.210 -0.837
N 2.835 0.855 -0.857
C 3.461 1.946 -0.490
H 5.636 2.243 -0.117
H 6.036 0.001 -0.464
H 3.333 -1.252 -1.027
H 3.073 2.913 -0.298
C 0.345 -2.094 -1.874
N 1.212 -1.015 -2.165
C 2.166 -1.316 -3.256
N 1.565 -1.626 -4.583
C 0.734 -2.945 -4.221
N -0.293 -2.625 -3.148
C -1.186 -1.730 -3.965
N -0.668 -0.491 -4.498
C -1.218 0.859 -4.278
C 0.788 -0.490 -5.162
H -0.469 -1.774 -1.070
H 0.949 -2.857 -1.182
H 2.781 -2.212 -2.833
H 2.836 -0.476 -3.287
H 1.554 -3.543 -3.782
H 0.316 -3.350 -5.255
H -1.946 -1.178 -3.416
H -1.454 -2.390 -4.786
H -2.246 0.709 -3.975
H -0.849 1.694 -5.012
H 1.372 0.263 -4.596
H 0.648 -0.459 -6.244
C 2.402 1.875 8.168
C 0.947 2.160 8.472
N 0.660 1.977 9.826
O 0.199 2.751 7.677
H 3.022 1.571 9.001
H 2.881 2.624 7.559
H 2.365 1.093 7.446
H 1.349 1.575 10.602
H -0.155 1.597 10.303
```

Mulliken population analysis, charges in e, atoms 1 to 5:
1. W 1.12
2. O -1.00
3. P 2.17
4. C -2.18
5. P 1.52